Record 1
A 3-piece molecular cluster, C18H30BrN6O2 overall in a non-equilibrium geometry, computed with ωB97M-V/def2-TZVPD.

Summary:
LUMO	-3.4743	eV
energy	-102218.2500	eV
net charge	+1
E_HOMO	-10.3	eV
orbital gap	6.82	eV

```
57
Properties=species:S:1:pos:R:3:forces:R:3
C -1.010421 1.032627 -4.556966 0.420 -0.301 -0.035
C 0.194918 0.468381 -4.299152 -0.520 0.016 0.123
C 0.846400 0.249697 -2.939172 -0.984 -0.746 -0.044
C 0.215797 -0.909582 -2.162322 0.758 -0.126 -0.488
N -1.057427 -0.457684 -1.520429 0.423 -0.415 0.347
C -0.697815 0.575839 -0.495431 -0.291 0.329 0.152
Br -2.213932 0.801378 0.691158 0.113 -0.037 -0.139
C -0.220791 1.869613 -1.148618 -0.692 0.015 -0.657
C -1.387455 2.629489 -1.816629 -0.160 0.215 0.069
O -2.030987 3.484288 -0.879740 -0.090 -0.488 0.355
N -1.363575 4.746390 -0.853628 0.455 0.237 0.048
O -1.453930 5.234792 0.191286 -0.266 0.074 -0.181
C 0.990139 1.581879 -2.085587 0.911 -0.856 0.611
N 1.331820 2.725929 -2.890214 -0.337 0.239 0.079
C 2.223589 1.325796 -1.161971 0.061 0.610 -0.399
C 2.697815 2.542008 -0.350931 0.082 -0.458 1.029
N 2.280488 2.525930 1.078909 -0.483 0.117 -0.618
H -1.963136 0.711445 -4.137182 0.166 1.013 1.146
H -1.059291 1.850460 -5.271859 -0.466 -1.130 -1.247
H 0.769507 0.127750 -5.159636 0.840 1.526 -0.040
H 1.872771 -0.053765 -3.141045 -0.017 -0.112 -0.066
H 0.039699 -1.751145 -2.828967 -0.369 0.032 0.020
H 0.882741 -1.282444 -1.385300 -0.209 0.118 0.265
H -1.717464 -0.102532 -2.215744 -0.013 0.099 0.047
H -1.499964 -1.245004 -1.040308 -0.163 -0.012 -0.130
H 0.083317 0.119454 0.103482 -0.017 -0.009 0.064
H 0.082386 2.489925 -0.305411 0.373 0.091 -0.168
H -1.059796 3.250522 -2.646963 0.125 -0.099 -0.052
H -2.154815 1.949704 -2.184047 -0.143 0.130 -0.048
H 2.195925 2.577762 -3.396997 0.090 0.010 0.073
H 0.622296 2.962089 -3.567920 0.032 -0.044 -0.090
H 2.065607 0.485416 -0.483266 0.019 -0.074 -0.023
H 3.046790 1.034117 -1.818792 -0.016 -0.088 -0.025
H 3.786752 2.513605 -0.346446 0.037 0.172 -0.164
H 2.370546 3.483063 -0.782514 0.098 -0.046 -0.294
H 1.800245 1.664300 1.310314 0.183 -0.093 0.159
H 1.607425 3.267863 1.227521 0.082 0.058 0.273
N -2.302561 -2.723371 1.457657 0.084 -0.124 -0.211
C -1.505279 -3.838072 1.517260 0.063 -0.060 -0.069
C -2.209260 -4.822570 2.150510 -0.047 0.008 -0.025
C -3.485551 -4.284723 2.479964 0.016 0.029 -0.005
C -3.516405 -2.990231 2.039747 0.002 0.001 0.009
H -2.026712 -1.851902 1.051227 -0.129 0.176 0.274
H -0.508168 -3.826490 1.109024 0.037 -0.040 0.076
H -1.853398 -5.817332 2.357743 -0.009 -0.005 0.005
H -4.288126 -4.793311 2.986225 0.003 -0.002 0.011
H -4.287627 -2.240874 2.091940 -0.007 -0.010 0.020
N 0.859491 -0.781576 4.316125 0.059 -0.024 -0.074
C 0.472251 -2.027815 3.893137 -0.050 0.127 -0.104
C 1.493859 -2.897316 4.165862 0.020 -0.002 -0.074
C 2.536287 -2.149161 4.777571 0.019 0.009 -0.004
C 2.114868 -0.849639 4.859023 -0.010 0.027 -0.034
H 0.307637 0.052376 4.244512 -0.042 -0.003 0.113
H -0.492291 -2.186845 3.440866 -0.034 -0.053 0.087
H 1.493445 -3.953457 3.953823 -0.014 -0.009 0.027
H 3.484962 -2.524338 5.122138 -0.005 -0.005 0.017
H 2.596403 0.027291 5.256159 0.013 -0.009 0.011
```
Positions in Å, forces in eV/Å.

=====

Record 2
The molecule C21H27N3O4 in a non-equilibrium geometry, computed with ωB97M-V/def2-TZVPD.

Summary:
LUMO	0.6439	eV
energy	-34873.6395	eV
structure (SMILES)	COc1ccc(OC)c(Cc2nnc(CCC(=O)NC(C3CC3)C3CC3)o2)c1
ΔE to the lowest compared entry with this formula, charge and spin	360.47	kJ/mol
net charge	0
E_HOMO	-8.1	eV
orbital gap	8.74	eV

```
55
Properties=species:S:1:pos:R:3:forces:R:3
C -1.905703 -5.973568 -0.568542 0.123 -0.099 0.067
O -2.943128 -5.209588 -1.132813 -0.195 0.147 -0.099
C -2.668342 -3.934874 -1.531231 -0.152 0.171 -0.113
C -3.737152 -3.209234 -2.048273 0.196 -0.276 0.156
C -3.567661 -1.908052 -2.478367 0.095 0.236 -0.056
C -2.319762 -1.302492 -2.404665 0.083 -0.225 0.065
O -2.044734 -0.022133 -2.805962 0.214 -0.318 0.086
C -3.106674 0.775209 -3.267519 -0.163 0.157 -0.080
C -1.239441 -2.025826 -1.889750 -0.146 0.251 -0.202
C 0.109826 -1.358838 -1.813899 -0.120 0.051 -0.154
C 0.006789 -0.079679 -1.070895 -0.035 0.073 0.597
N -0.526294 0.117362 0.087867 -0.041 -1.295 -0.473
N -0.402363 1.435910 0.358573 0.107 1.250 -0.155
C 0.209336 1.978638 -0.644175 -0.310 -0.121 0.386
C 0.606933 3.397909 -0.806643 0.025 0.092 -0.156
C 0.816182 4.091310 0.544952 0.227 -0.116 -0.107
C 1.977651 3.424838 1.279993 -0.562 0.274 0.129
O 3.129401 3.781660 1.133110 0.424 0.141 -0.225
N 1.593491 2.418923 2.088303 -0.046 -0.262 0.466
C 2.539774 1.486560 2.669743 0.153 -0.147 -0.075
C 2.631782 0.241290 1.803327 0.010 0.215 0.116
C 3.391081 0.307833 0.511937 -0.091 0.085 -0.187
C 3.937053 -0.480000 1.663110 0.016 -0.164 0.140
C 2.152671 1.110888 4.088799 0.148 0.156 -0.101
C 1.343243 2.036224 4.943871 0.141 0.114 0.164
C 0.735519 0.764178 4.434680 -0.013 -0.161 0.022
O 0.499971 1.065638 -1.593192 0.115 0.039 -0.112
C -1.419167 -3.327647 -1.455968 -0.093 -0.179 0.021
H -1.091722 -6.137815 -1.282516 -0.015 0.016 0.031
H -1.507502 -5.504457 0.336911 0.003 -0.011 -0.031
H -2.353591 -6.931710 -0.309689 0.087 0.049 0.003
H -4.704130 -3.682573 -2.102539 -0.123 -0.061 -0.005
H -4.419633 -1.375091 -2.868386 -0.070 0.076 -0.045
H -3.560319 0.357139 -4.171953 0.005 0.013 0.044
H -3.874852 0.903708 -2.498382 0.021 -0.020 -0.032
H -2.667171 1.743805 -3.503155 -0.083 -0.050 -0.001
H 0.821737 -2.015982 -1.310340 0.015 0.039 -0.089
H 0.478924 -1.129911 -2.816509 0.062 -0.070 0.049
H 1.528173 3.430291 -1.393087 -0.050 0.059 0.003
H -0.170509 3.920580 -1.372619 0.094 -0.017 -0.033
H 1.074460 5.135345 0.367819 -0.011 -0.074 0.072
H -0.097036 4.032456 1.135599 -0.027 0.052 0.003
H 0.638800 2.090570 2.004950 0.103 0.151 -0.123
H 3.507606 2.002033 2.674233 -0.124 -0.108 0.015
H 1.726956 -0.356329 1.820289 0.018 -0.076 -0.056
H 3.007473 -0.228026 -0.344421 -0.040 -0.102 -0.015
H 3.871932 1.241448 0.262560 0.055 0.119 0.047
H 4.793727 -0.082454 2.185301 0.080 0.106 0.051
H 3.925450 -1.557900 1.604176 -0.038 -0.068 -0.027
H 2.928183 0.534691 4.578839 -0.062 -0.029 0.071
H 1.017649 2.966767 4.505520 -0.029 0.034 -0.104
H 1.585215 2.109760 5.993155 0.016 -0.070 0.078
H -0.017842 0.823559 3.664235 -0.100 0.063 -0.133
H 0.566316 -0.038987 5.136043 0.014 -0.039 0.046
H -0.568972 -3.857207 -1.056464 0.091 -0.073 0.062
```
Positions in Å, forces in eV/Å.

=====

Record 3
C5H9I as an isolated structure in a non-equilibrium geometry, computed with ωB97M-V/def2-TZVPD.

Summary:
LUMO (alpha / beta)	0.5421 / -2.1579	eV
energy	-13425.1772	eV
multiplicity	3
ΔE to the lowest compared entry with this formula, charge and spin	86.75	kJ/mol
⟨S²⟩	2.01
net charge	0
E_HOMO (alpha / beta)	-5.3 / -9.2	eV
orbital gap (alpha / beta)	5.86 / 7.03	eV

```
15
Properties=species:S:1:pos:R:3:forces:R:3
C 0.303539 2.224245 -0.219464 4.489 9.415 0.523
C -0.317932 1.051535 -0.452210 -3.285 -6.129 0.144
C -1.060545 -1.191357 0.371788 1.298 -1.148 -2.416
C 1.551381 -0.740557 -0.373004 -0.878 1.051 -0.020
C -0.050701 -0.060931 0.423215 -0.098 0.179 -1.117
I 3.344417 0.400152 0.023352 -0.298 -0.490 0.147
H 0.110874 3.051804 -0.958835 0.187 -0.831 0.869
H 1.097456 2.591412 0.521842 -1.469 -1.457 -0.960
H -1.054418 1.062762 -1.266572 0.292 -0.673 0.479
H -1.608989 -1.394152 1.255515 0.084 -0.314 1.170
H -1.847063 -1.055290 -0.383345 0.407 0.243 -0.092
H -0.421514 -2.049553 -0.002390 -1.415 0.181 0.840
H 1.435005 -0.614424 -1.487394 -0.217 -0.359 1.358
H 1.669390 -1.785261 -0.060042 0.073 0.392 -0.033
H 0.111943 0.229786 1.488579 0.830 -0.060 -0.892
```
Positions in Å, forces in eV/Å.

=====

Record 4
C20H24N6OPd as an isolated structure in a non-equilibrium geometry, computed with ωB97M-V/def2-TZVPD.

Summary:
LUMO (alpha / beta)	-6.4741 / -6.4832	eV
energy	-35585.3726	eV
net charge	+2
E_HOMO (alpha / beta)	-14.3 / -14.4	eV
orbital gap (alpha / beta)	7.87 / 7.88	eV

```
52
Properties=species:S:1:pos:R:3:forces:R:3
Pd -0.461487 -0.469539 -0.337558 -0.128 0.006 -0.234
C 0.811559 0.046742 2.488857 -0.009 0.037 -0.175
N 0.907656 0.661886 1.157463 0.618 0.502 0.836
C 0.386698 2.026325 1.138339 -0.177 -0.107 -0.115
C -1.123906 2.055338 1.046865 -0.054 0.008 -0.046
C -1.829552 3.126824 1.561532 -0.129 -0.036 0.018
C -3.204002 3.184728 1.385638 -0.030 0.035 0.019
C -3.843679 2.160116 0.707940 -0.020 0.062 0.036
C -3.084032 1.115806 0.221664 0.025 -0.098 -0.049
N -1.756650 1.066334 0.379223 0.402 -0.535 -0.405
C 2.242480 0.525482 0.580563 -0.120 -0.186 -0.133
C 2.456338 -0.852017 -0.008683 -0.013 -0.025 -0.062
C 3.723841 -1.399942 -0.064059 -0.003 -0.130 -0.020
C 3.908776 -2.625681 -0.686484 0.046 -0.028 -0.003
C 2.816350 -3.281886 -1.228509 0.067 -0.011 0.003
C 1.575845 -2.683625 -1.138420 -0.090 0.027 -0.012
N 1.399597 -1.494797 -0.551215 -0.711 0.301 -0.085
C -0.125415 -1.138407 2.579077 -0.087 -0.087 -0.045
C -0.282892 -1.800458 3.786590 -0.019 -0.051 0.094
C -1.140640 -2.881745 3.856745 0.017 -0.005 0.064
C -1.825003 -3.281197 2.716188 -0.009 -0.021 0.033
C -1.620121 -2.579087 1.550977 0.017 0.052 -0.052
N -0.784961 -1.528749 1.492411 0.230 0.284 -0.141
H 1.800928 -0.285972 2.810433 0.018 0.012 0.052
H 0.480135 0.793093 3.214054 0.018 0.000 0.053
H 0.724502 2.603551 2.004100 -0.087 0.068 0.023
H 0.772980 2.544180 0.257244 0.051 -0.018 -0.017
H -1.307980 3.913695 2.090507 0.020 -0.035 -0.002
H -3.767787 4.021621 1.776630 0.003 -0.019 -0.001
H -4.913543 2.166286 0.555609 0.018 -0.019 -0.004
H -3.537241 0.291672 -0.312095 0.029 -0.002 -0.025
H 2.356655 1.247489 -0.231178 -0.027 0.051 0.002
H 3.026240 0.752980 1.308881 0.092 -0.065 -0.030
H 4.561712 -0.870884 0.370804 -0.038 0.012 0.014
H 4.896972 -3.062969 -0.744304 -0.018 -0.002 0.008
H 2.918983 -4.241053 -1.715542 -0.020 0.012 0.005
H 0.692626 -3.155916 -1.546151 -0.015 0.030 -0.010
H 0.263460 -1.468903 4.660781 -0.003 0.007 -0.022
H -1.275787 -3.410408 4.790965 0.000 0.003 -0.008
H -2.504097 -4.121397 2.731236 0.002 0.008 -0.017
H -2.126674 -2.847670 0.634692 -0.006 0.004 -0.034
C -0.329554 1.772672 -5.443821 0.012 -0.005 0.040
N -0.743946 0.783241 -4.457348 -0.010 0.039 -0.089
C -0.370383 0.775329 -3.178633 -0.037 0.035 -0.203
N 0.460525 1.749344 -2.752586 -0.078 -0.177 0.201
O -0.807691 -0.124249 -2.411434 0.206 0.008 0.576
H -0.799839 1.533677 -6.392222 -0.008 -0.016 0.011
H 0.751085 1.754233 -5.593447 0.005 -0.013 -0.005
H -0.646246 2.775685 -5.154834 -0.013 0.001 0.003
H -1.374548 0.048054 -4.731547 0.003 -0.016 0.044
H 0.870263 2.424287 -3.372669 0.017 0.022 -0.012
H 0.781452 1.685878 -1.803273 0.044 0.081 -0.083
```
Positions in Å, forces in eV/Å.

=====

Record 5
The molecule C5H6O in a non-equilibrium geometry, computed with ωB97M-V/def2-TZVPD.

Summary:
LUMO	1.0037	eV
energy	-7328.6092	eV
structure (SMILES)	O=C1CC=CC1
ΔE to the lowest compared entry with this formula, charge and spin	65.16	kJ/mol
net charge	0
E_HOMO	-9.6	eV
orbital gap	10.57	eV

```
12
Properties=species:S:1:pos:R:3:forces:R:3
O -1.769841 -1.534885 0.434032 -0.344 1.025 0.071
C -0.921241 -0.739669 0.137122 -0.783 0.037 -0.466
C 0.503665 -1.184931 -0.144995 -0.202 0.177 0.084
C 1.229714 0.089276 0.105321 0.527 0.318 -0.498
C 0.462213 1.176768 0.125876 0.216 -0.177 -0.083
C -0.975885 0.875739 -0.116173 -0.207 -0.631 0.293
H 0.466603 -1.615124 -1.162404 0.387 0.498 0.100
H 0.855407 -2.003652 0.494064 -0.372 0.167 0.056
H 2.277847 0.074794 0.303008 0.570 0.190 0.135
H 0.760086 2.179199 0.412178 0.280 -0.142 -0.194
H -1.554604 1.536560 0.546638 -0.383 -0.886 0.103
H -1.333968 1.145922 -1.134666 0.311 -0.576 0.400
```
Positions in Å, forces in eV/Å.

=====

Record 6
An isolated ion of composition C5H11OS and charge -1, computed with ωB97M-V/def2-TZVPD.

Summary:
LUMO	3.0409	eV
energy	-18245.1374	eV
structure (SMILES)	CSCCCC[O-]
ΔE to the lowest compared entry with this formula, charge and spin	178.60	kJ/mol
net charge	-1
E_HOMO	-2.2	eV
orbital gap	5.28	eV

```
18
Properties=species:S:1:pos:R:3:forces:R:3
C -1.844404 -2.431487 -0.417166 0.605 0.005 0.241
S -1.977708 -1.015224 0.722473 0.134 0.207 -0.391
C -0.694166 0.211086 0.183908 -0.809 -0.570 -0.084
C 0.630093 -0.393890 -0.257527 0.839 0.432 -0.040
C 1.798748 0.479459 0.249171 0.018 0.296 -0.942
C 2.077622 1.726810 -0.735066 0.411 -0.014 0.579
O 2.127845 2.914724 -0.145071 -0.109 0.143 0.209
H -2.208326 -3.227036 0.228673 0.024 -0.350 -0.319
H -0.797739 -2.613503 -0.667352 0.033 -0.084 0.354
H -2.346492 -2.464085 -1.385446 -0.512 0.593 0.240
H -1.166451 0.836882 -0.570991 0.253 -0.030 -0.192
H -0.569153 0.857318 1.051405 0.030 -0.155 0.141
H 0.678314 -0.373025 -1.351629 -0.052 -0.135 -0.026
H 0.782248 -1.439464 0.024436 -0.353 0.053 0.319
H 1.584822 0.867281 1.244545 0.010 0.131 0.027
H 2.738011 -0.079288 0.296717 -0.137 -0.252 0.111
H 3.075853 1.449728 -1.220826 -0.493 -0.059 -0.204
H 1.291875 1.665693 -1.545765 0.109 -0.211 -0.023
```
Positions in Å, forces in eV/Å.

=====

> Among the records above, which one has the lowest energy?

C18H30BrN6O2

=====

> energy of number 1 (C18H30BrN6O2)?

-102218.2500 eV